Formula: C4H14NO3
Source: OMol25
Level of theory: wB97M-V/def2-TZVPD

## Properties
Net charge ... +1
LUMO level ... -2.78 eV
Orbital gap ... 11.920 eV
Energy above the lowest of the compared OMol25 structures with the same formula, charge and spin ... 6.7 kcal per mole
DFT total energy ... -12001.5195 eV

Each line ends with the Mulliken charge.
CARTESIAN COORDINATES (ANGSTROEM)
C 0.287 -1.434 1.116  -0.51
O 1.303 -2.105 0.389  -0.60
C 0.183 -0.042 0.513  -0.09
C -1.187 0.656 0.722  -0.07
C -2.399 -0.115 0.197  -1.26
O -1.036 1.865 -0.031  -0.56
N 0.508 -0.088 -0.941  -0.22
H -0.636 -2.006 1.131  0.26
H 0.591 -1.286 2.160  0.36
H 1.655 -2.864 0.862  0.35
H 0.916 0.616 0.968  0.36
H -1.200 0.863 1.787  0.38
H -2.365 -0.034 -0.890  0.42
H -3.322 0.316 0.582  0.37
H -2.359 -1.180 0.411  0.35
H -1.898 2.254 -0.220  0.34
H 1.104 0.741 -1.161  0.47
H -0.343 -0.052 -1.496  0.31
H 1.146 -0.882 -1.086  0.36
H 3.106 2.066 -1.053  0.31
H 3.194 1.400 -2.410  0.30
O 2.750 1.311 -1.552  -0.66